No. 1
ORCA calculation (wB97M-V/def2-TZVPD) on C8H10GdINO5 as an isolated structure.

Geometry as XYZ:
```
26
C8H10GdINO5, DFT wB97M-V/def2-TZVPD
C -1.63440 -2.57334 2.21695
C -0.75537 -1.35336 2.32337
O 0.39483 -1.55568 2.68529
O -1.26163 -0.22993 2.09924
C -0.33563 0.90744 1.87898
C 0.58314 0.85888 0.66475
C -0.06540 0.98458 -0.72686
C -1.06033 2.15406 -0.76168
I -1.13778 -0.78673 -1.35198
O 0.99870 1.37774 -1.69646
C 1.90663 0.49782 -1.97302
O 2.90347 0.25186 -1.41401
O 1.69670 -0.27556 -3.28964
C 1.89689 -1.60046 -3.07561
N 1.61876 -2.70569 -2.91186
H -1.08651 -3.42931 1.86005
H -2.44827 -2.28736 1.56971
H -1.99481 -2.81574 3.20777
H 0.30180 0.93934 2.75191
H -0.94410 1.78941 1.91938
H 1.25592 0.01604 0.73747
H 1.21381 1.73376 0.76296
H -0.87111 2.71686 -1.66255
H -0.90902 2.83585 0.05756
H -2.07156 1.80498 -0.82323
Gd 1.80526 0.74452 -5.04845
```

Properties
- 2S+1 = 8
- charge = +3
- maximum force (Eh/bohr) = 0.07949
- frontier orbital gap (spin up / spin down) (eV) = 6.79 / 5.70
- ⟨S²⟩ = 16.7758
- E_tot (hartree) = -1803.83400

***

No. 2
ORCA calculation (wB97M-V/def2-TZVPD) on C8H10IN4PdS as an isolated structure.

Geometry as XYZ:
```
25
C8H10IN4PdS, DFT wB97M-V/def2-TZVPD
Pd 0.03415 -0.16374 0.22517
C -1.48978 3.85436 0.05865
C -1.26930 2.37248 0.01933
N -0.01955 1.80822 0.43477
N 1.10583 2.43177 -0.09099
C 2.24756 1.79835 -0.17660
N 3.39230 2.59995 -0.35026
S 2.31561 0.11021 -0.03772
C -2.28886 1.47756 -0.03990
C -3.69477 1.83179 -0.10845
C -4.64271 0.86671 -0.13959
C -4.28108 -0.50727 -0.08636
C -2.94766 -0.80422 0.01364
N -1.96845 0.11199 0.02086
H -0.56618 4.42192 0.20366
H -2.14275 4.16405 0.88675
H -1.93968 4.23761 -0.86232
H 1.06544 3.42542 -0.25898
H 3.57398 3.18639 0.45430
H 4.19938 2.02296 -0.53392
H -3.97228 2.87803 -0.12204
H -5.68896 1.15169 -0.19146
H -5.01308 -1.30060 -0.12436
H -2.59774 -1.82700 0.07528
I 0.12175 -2.79633 0.32044
```

Properties
- charge = -1
- maximum force (Eh/bohr) = 0.00635
- frontier orbital gap (eV) = 5.17
- E_tot (hartree) = -1353.71800

***

No. 3
ORCA calculation (wB97M-V/def2-TZVPD) on C8H10IP as an isolated structure.

Geometry as XYZ:
```
20
C8H10IP, DFT wB97M-V/def2-TZVPD
C 1.09405 0.56110 2.83426
C 0.32998 1.67856 2.60226
C 1.16569 -0.54669 2.01019
C -0.35776 1.73138 1.39285
C 0.49906 -0.52795 0.83673
C -0.24619 0.68850 0.51679
C -0.09185 -1.88034 -2.84972
C -0.94551 0.89248 -0.78295
P -0.42453 -0.11010 -2.11812
I -3.22308 0.22450 -0.47022
H 1.37566 0.45823 3.86871
H 0.28757 2.51363 3.18460
H 1.61800 -1.51801 2.30848
H -0.87893 2.63872 0.95832
H 0.62706 -1.16899 0.01760
H -1.13648 -2.42587 -2.56310
H 0.06072 -1.87624 -3.94971
H 0.78317 -2.17377 -2.26327
H -1.23978 0.21059 -3.02973
H 0.70316 0.63027 -2.50396
```

Properties
- charge = 0
- energy relative to the best compared isomer or geometry (same formula, charge and spin) (eV) = 2.583
- maximum force (Eh/bohr) = 0.08289
- frontier orbital gap (eV) = 7.66
- E_tot (hartree) = -949.73554

***

No. 4
ORCA calculation (wB97M-V/def2-TZVPD) on C8H10IrN4O4S2 as an isolated structure.

Geometry as XYZ:
```
29
C8H10IrN4O4S2, DFT wB97M-V/def2-TZVPD
Ir -0.12554 -0.50894 -0.05484
C 1.32589 3.28443 -1.66884
C 1.24142 1.95871 -0.99628
N -0.03875 1.34094 -0.76292
N -1.13410 2.06027 -0.98315
C -2.34629 1.48364 -0.78809
N -3.43778 2.17965 -0.99407
S -2.42784 -0.13966 -0.25498
C 2.26316 1.18321 -0.54693
C 3.64266 1.55279 -0.64299
C 4.61851 0.74266 -0.13318
C 4.25669 -0.45267 0.49152
C 2.90152 -0.78722 0.57690
N 1.91874 -0.04460 0.07036
H 0.68987 3.32876 -2.55743
H 2.33653 3.48457 -2.00625
H 1.04948 4.10185 -0.99259
H -1.02562 3.02312 -1.28528
H -3.43701 3.13925 -1.31333
H -4.34103 1.74768 -0.84712
H 3.90731 2.48265 -1.12301
H 5.66024 1.02265 -0.20468
H 5.00193 -1.11636 0.90275
H 2.63549 -1.64933 1.05052
O -0.98932 -2.97549 2.95284
S -0.12909 -2.14373 2.18774
O 1.25001 -2.51725 2.63614
O -0.31096 -0.68186 2.26622
O -0.19952 -2.35654 0.65035
```

Properties
- 2S+1 = 6
- charge = +2
- maximum force (Eh/bohr) = 0.05252
- frontier orbital gap (spin up / spin down) (eV) = 7.25 / 6.13
- ⟨S²⟩ = 8.7979
- E_tot (hartree) = -1730.75789

***

No. 5
ORCA calculation (wB97M-V/def2-TZVPD) on C8H10MgO5S as an isolated structure.

Geometry as XYZ:
```
25
C8H10MgO5S, DFT wB97M-V/def2-TZVPD
Mg -0.50701 -0.46514 -0.99825
C -1.57281 1.15769 1.39863
O -2.27288 1.45396 2.23651
C -2.34963 -1.14564 0.36165
O -3.23368 -1.55310 0.97301
C 0.15443 -1.63241 0.97148
O 0.33308 -2.43896 1.76574
C -2.35921 1.05360 -1.27033
O -3.40392 1.51641 -1.40966
C 0.41951 -1.87546 -2.74900
H 0.51390 -1.13781 -3.60376
H 1.44352 -2.28664 -2.48263
C -0.65166 -2.59289 -2.58284
H -0.60860 -3.64103 -2.17302
H -1.54054 -2.52117 -3.26749
C 1.46197 1.18237 2.66884
S 2.52677 1.79084 1.39027
C 1.48667 1.67169 -0.15147
O 2.62960 3.26821 1.56052
H 0.57554 0.56072 2.29815
H 0.92454 1.98192 3.28972
H 2.21999 0.52537 3.24124
H 1.82657 2.42073 -0.89333
H 1.51205 0.69833 -0.70168
H 0.47180 2.00843 0.12771
```

Properties
- charge = +2
- energy relative to the best compared isomer or geometry (same formula, charge and spin) (eV) = 0.000
- maximum force (Eh/bohr) = 0.09608
- frontier orbital gap (eV) = 6.17
- E_tot (hartree) = -1284.54600

***

No. 6
ORCA calculation (wB97M-V/def2-TZVPD) on C8H10N2 in the gas phase.

Geometry as XYZ:
```
20
C8H10N2, DFT wB97M-V/def2-TZVPD
C -1.52951 -0.24539 1.24332
C -1.52213 -0.77032 2.52099
C 0.45473 0.25304 2.27163
C -0.28293 0.42186 1.08030
C 1.43886 -0.66532 -2.22864
C 2.43572 0.05719 -1.91928
C -0.04180 -0.18349 -2.22485
C -0.34780 1.01040 -1.27758
N -0.25296 -0.56663 3.04960
N 0.12915 1.20465 0.12628
H -2.38811 -0.08576 0.59480
H -2.27778 -1.46932 2.93196
H 1.52059 0.71178 2.35936
H 1.57462 -1.61205 -2.72528
H 3.12750 0.76852 -1.62464
H -0.45599 0.11469 -3.09740
H -0.54966 -0.99392 -1.85821
H 0.25931 1.82531 -1.64634
H -1.42661 1.11308 -1.49443
H 0.13479 -0.88832 3.91840
```

Properties
- charge = 0
- energy relative to the best compared isomer or geometry (same formula, charge and spin) (eV) = 5.605
- maximum force (Eh/bohr) = 0.10498
- frontier orbital gap (spin up / spin down) (eV) = 7.44 / 7.92
- E_tot (hartree) = -420.12368

***

No. 7
ORCA calculation (wB97M-V/def2-TZVPD) on C8H10N2O in the gas phase.

Geometry as XYZ:
```
21
C8H10N2O, DFT wB97M-V/def2-TZVPD
C 0.31224 2.25358 0.71069
C 1.18928 2.00654 -0.44100
C -0.69267 1.52195 1.17335
C 0.84307 -1.12952 0.12464
C 1.64255 0.92524 -1.03962
C -1.44787 -0.21364 -0.32366
C 1.32020 -2.19488 1.03743
C -2.51723 -0.77519 -1.21005
N -1.50743 0.89147 0.34995
N -0.39702 -1.10344 -0.09930
O 1.80605 -0.36073 -0.37661
H 0.69536 2.91973 1.44562
H 1.34577 2.82228 -1.14549
H -1.23048 1.85782 2.06151
H 2.38012 0.98566 -1.86561
H 0.86408 -3.16383 1.12740
H 1.40368 -1.95900 2.12217
H 2.36110 -2.51792 0.73818
H -2.97594 0.00259 -1.80478
H -3.26901 -1.22141 -0.70503
H -2.12584 -1.54729 -1.87980
```

Properties
- charge = 0
- energy relative to the best compared isomer or geometry (same formula, charge and spin) (eV) = 3.827
- maximum force (Eh/bohr) = 0.10226
- frontier orbital gap (eV) = 9.15
- SMILES string = CC1=N/C=C\C=C/O/C(C)=N\1
- E_tot (hartree) = -495.47294

***

No. 8
ORCA calculation (wB97M-V/def2-TZVPD) on C8H10N2O in the gas phase.

Geometry as XYZ:
```
21
C8H10N2O, DFT wB97M-V/def2-TZVPD
C -3.13516 -0.85429 -0.29036
C -3.32903 0.51965 -0.24888
C -1.84466 -1.32125 0.04809
C -2.23021 1.40904 0.02904
C -0.89060 -0.47764 0.39106
C -0.96898 0.90757 0.28928
C 3.18110 -0.41019 0.85203
C 1.91117 0.22290 -1.07608
N 0.90139 0.31952 1.14987
N 1.95062 0.13422 0.37721
O 0.11564 1.57193 0.66478
H -3.91638 -1.54019 -0.30948
H -4.34302 0.88354 -0.37882
H -1.63989 -2.49739 0.10811
H -2.32492 2.44314 0.04234
H 3.08106 -0.97180 1.74586
H 3.48901 -1.13644 0.08492
H 4.14177 0.19766 0.82748
H 2.23840 -0.71419 -1.54578
H 0.90559 0.40970 -1.44226
H 2.70711 0.90452 -1.31841
```

Properties
- charge = 0
- energy relative to the best compared isomer or geometry (same formula, charge and spin) (eV) = 7.189
- maximum force (Eh/bohr) = 0.09486
- frontier orbital gap (spin up / spin down) (eV) = 8.33 / 8.29
- E_tot (hartree) = -495.34938